Formula: C15H24ClO6P4
Source: the OMol25 dataset
Level of theory: ωB97M-V with the def2-TZVPD basis set

Last columns: bonded neighbours and bond lengths (Å).
Atoms and positions in Å:
1 C 2.18 4.41 1.67  C2 1.568, H15 1.112, H16 1.120, H17 1.113
2 C 0.99 4.34 0.64  C1 1.568, Cl3 1.839, C4 1.571, H18 1.110
3 Cl 1.15 5.85 -0.40  C2 1.839
4 C -0.42 4.45 1.32  C2 1.571, P5 1.876, H19 1.119, H20 1.115
5 P -1.25 2.82 1.71  C4 1.876, P6 2.178, P11 2.223, H21 1.428
6 P -0.73 1.15 0.41  P5 2.178, P7 2.215, H22 1.440
7 P 0.41 -0.32 1.61  P6 2.215, O8 1.505, O9 1.669, O10 1.677
8 O -0.50 -1.35 2.22  P7 1.505
9 O 1.34 0.39 2.79  P7 1.669, H23 0.968
10 O 1.41 -1.12 0.53  P7 1.677, H24 0.972
11 P -3.43 3.16 1.40  P5 2.223, O12 1.496, O13 1.675, O14 1.660
12 O -4.02 3.98 2.51  P11 1.496
13 O -3.60 3.89 -0.09  P11 1.675, H25 0.969
14 O -4.13 1.67 1.23  P11 1.660, H26 0.972
15 H 3.11 4.41 1.06  C1 1.112
16 H 2.20 3.53 2.35  C1 1.120
17 H 2.16 5.35 2.26  C1 1.113
18 H 1.09 3.49 -0.06  C2 1.110
19 H -0.35 5.02 2.28  C4 1.119
20 H -1.09 5.03 0.65  C4 1.115
21 H -1.11 2.53 3.10  P5 1.428
22 H 0.15 1.58 -0.65  P6 1.440
23 H 0.72 0.84 3.38  O9 0.968
24 H 0.91 -1.29 -0.29  O10 0.972
25 H -2.74 3.97 -0.52  O13 0.969
26 H -3.89 1.11 1.99  O14 0.972
27 C 4.92 -1.81 -3.92  C28 1.390, C32 1.389, H33 1.083
28 C 5.60 -2.27 -2.80  C27 1.390, C29 1.390, H34 1.083
29 C 4.97 -2.31 -1.57  C28 1.390, C30 1.390, H35 1.083
30 C 3.65 -1.91 -1.45  C29 1.390, C31 1.391, H36 1.083
31 C 2.96 -1.45 -2.57  C30 1.391, C32 1.390, H37 1.086
32 C 3.60 -1.40 -3.80  C27 1.389, C31 1.390, H38 1.083
33 H 5.41 -1.77 -4.88  C27 1.083
34 H 6.63 -2.59 -2.89  C28 1.083
35 H 5.51 -2.66 -0.69  C29 1.083
36 H 3.15 -1.95 -0.49  C30 1.083
37 H 1.92 -1.13 -2.48  C31 1.086
38 H 3.06 -1.04 -4.67  C32 1.083
39 C -2.36 -3.36 0.54  C40 1.390, C44 1.391, H45 1.083
40 C -2.79 -4.65 0.86  C39 1.390, C41 1.390, H46 1.083
41 C -3.93 -5.17 0.25  C40 1.390, C42 1.390, H47 1.083
42 C -4.63 -4.41 -0.68  C41 1.390, C43 1.389, H48 1.083
43 C -4.19 -3.13 -1.00  C42 1.389, C44 1.390, H49 1.084
44 C -3.06 -2.61 -0.39  C39 1.391, C43 1.390, H50 1.086
45 H -1.47 -2.96 1.01  C39 1.083
46 H -2.24 -5.24 1.58  C40 1.083
47 H -4.27 -6.16 0.50  C41 1.083
48 H -5.51 -4.81 -1.16  C42 1.083
49 H -4.74 -2.54 -1.73  C43 1.084
50 H -2.72 -1.60 -0.64  C44 1.086

E_LUMO, eV: -5.2
Energy, eV: -77902.076
Total charge: +1

Here are the natural (NBO) charges for atoms 1 to 6, given in e: atom 1 (C): -0.642, atom 2 (C): -0.177, atom 3 (Cl): -0.032, atom 4 (C): -0.715, atom 5 (P): 0.467, atom 6 (P): -0.088